# C16H39O3S

A 3-piece molecular cluster, C16H39O3S overall at a distorted geometry (ωB97M-V/def2-TZVPD, OMol25).

Positions of all 59 atoms, in Å:
C1 1.1588 0.3187 3.8235
C2 0.6418 0.2884 2.2669
S1 1.5985 -1.0062 1.3065
C3 0.7804 -2.6621 1.6403
O1 1.3790 -0.7063 -0.3824
C4 2.7758 -0.4939 -0.8634
C5 2.9443 -0.7809 -2.4910
C6 4.2106 -1.8681 -2.6024
C7 3.3276 0.5971 -3.3082
C8 2.0462 1.3375 -4.0288
C9 1.0118 1.9592 -2.8886
C10 1.1782 0.3590 -5.0321
H1 0.8469 -0.6891 4.3370
H2 2.3150 0.4533 3.9455
H3 0.6369 1.2386 4.3410
H4 -0.4944 -0.0682 2.2676
H5 0.7437 1.3407 1.7619
H6 0.5500 -3.1790 0.6012
H7 1.4748 -3.3281 2.3223
H8 -0.2212 -2.4334 2.2184
H9 3.4255 -1.3040 -0.2755
H10 3.1947 0.5493 -0.5362
H11 1.9368 -1.2546 -2.8814
H12 4.6073 -1.9939 -3.6974
H13 5.0311 -1.4383 -1.8499
H14 3.8027 -2.8620 -2.1187
H15 3.7462 1.3551 -2.4876
H16 4.2374 0.4205 -4.0516
H17 2.4623 2.2316 -4.6858
H18 1.6042 2.8174 -2.3442
H19 0.0314 2.3299 -3.4229
H20 0.7114 1.0996 -2.1498
H21 0.2742 -0.1820 -4.4800
H22 1.8959 -0.4208 -5.5427
H23 0.7839 1.0600 -5.9113
C11 -4.0806 -1.0701 -3.2490
C12 -2.5781 -1.2861 -3.1637
C13 -2.0329 -0.8604 -1.8097
O2 -1.9340 -0.5349 -4.1895
H24 -4.3321 -0.0111 -3.1232
H25 -4.4571 -1.3694 -4.2331
H26 -4.6065 -1.6475 -2.4823
H27 -2.3476 -2.3429 -3.3376
H28 -2.2118 0.2062 -1.6330
H29 -0.9488 -1.0100 -1.7672
H30 -2.4975 -1.4315 -0.9999
H31 -2.1331 0.4048 -4.0432
C14 -3.9414 1.3316 5.5229
C15 -2.4389 1.1156 5.6082
C16 -1.8937 1.5414 6.9621
O3 -1.7947 1.8668 4.5824
H32 -4.1929 2.3907 5.6487
H33 -4.3179 1.0324 4.5388
H34 -4.4673 0.7542 6.2896
H35 -2.2084 0.0589 5.4343
H36 -2.0726 2.6079 7.1388
H37 -0.8095 1.3918 7.0047
H38 -2.3582 0.9703 7.7720
H39 -1.9939 2.8065 4.7287

Atomic forces in eV per Å
C 0.1 -0.2 0.0
C -1.7 0.3 0.9
S -0.5 0.3 -1.2
C -1.3 -0.5 0.3
O 0.9 -0.3 2.7
C 2.3 -0.9 -0.6
C 0.4 0.0 0.1
C -0.9 0.7 1.3
C 0.0 0.7 0.7
C -0.4 0.0 -0.1
C 0.9 -0.5 -0.7
C 0.5 0.5 -0.3
H 0.6 2.1 -0.8
H -2.2 -0.3 -0.5
H 0.8 -2.0 -1.1
H 2.4 1.0 -0.1
H 0.0 -2.3 0.7
H 0.6 1.2 2.2
H -1.2 1.6 -1.6
H 2.0 -0.6 -1.3
H -1.2 1.7 -1.5
H -1.1 -1.8 -0.7
H 2.1 1.0 0.7
H -0.8 0.2 2.3
H -1.4 -1.0 -2.0
H 1.1 1.7 -1.2
H -0.8 -1.5 -1.8
H -2.2 0.2 1.4
H -0.8 -1.8 1.5
H -1.5 -1.6 -0.9
H 2.0 -0.5 1.2
H 0.6 1.7 -1.3
H 2.0 1.2 -1.3
H -1.5 1.4 1.0
H 0.6 -1.7 2.0
C -0.2 -0.2 -0.2
C -0.4 0.5 0.2
C 0.3 -0.1 0.2
O 0.1 0.0 0.0
H 0.1 -0.1 0.1
H 0.1 0.0 0.2
H 0.0 0.1 -0.1
H 0.1 0.2 -0.2
H -0.1 -0.1 0.0
H -0.1 0.0 0.0
H 0.0 0.1 0.0
H 0.0 -0.4 -0.1
C -0.2 -0.2 -0.2
C -0.4 0.5 0.5
C 0.2 -0.2 0.2
O 0.4 0.1 -0.4
H 0.1 -0.1 0.1
H 0.1 0.0 0.2
H 0.0 0.1 -0.1
H 0.1 0.2 -0.2
H -0.1 -0.1 0.0
H -0.1 -0.1 0.0
H 0.1 0.1 -0.1
H 0.0 -0.4 0.0

Calculated values
LUMO energy: -3.7 eV
Charge: +1
Molecular weight: 311.552 Da
2S+1: 1

Mulliken atomic charges, in units of e: -0.839 -0.450 0.414 -0.817 -0.065 -0.847 0.613 -1.306 -0.896 0.231 -0.742 -0.910 0.289 0.367 0.204 0.255 0.410 0.356 0.355 0.314 0.577 0.192 0.108 0.387 0.315 0.298 0.296 0.335 0.319 0.326 0.299 -0.082 0.112 0.266 0.330 -1.344 0.268 -0.900 -0.520 0.347 0.342 0.377 0.287 0.324 0.029 0.421 0.335 -1.370 0.513 -1.271 -0.519 0.359 0.328 0.378 0.244 0.343 0.303 0.379 0.335


# C3H5ClN2S2

One molecule with the formula C3H5ClN2S2 at a distorted geometry (ωB97M-V/def2-TZVPD, OMol25).

Positions of all 13 atoms, in Å:
S1 3.0906 -1.2998 -0.4395
N1 1.7543 -0.2725 0.0530
C1 0.5530 -0.6991 0.0011
C2 -0.6054 0.1404 0.1787
C3 -0.4984 1.6114 0.5440
Cl1 0.1311 2.6896 -0.7913
N2 -1.8369 -0.2579 -0.0957
S2 -2.1617 -1.8692 -0.5608
H1 4.0611 -0.4350 -0.0675
H2 0.3576 -1.7281 -0.2704
H3 0.1772 1.8969 1.3616
H4 -1.5561 1.9722 0.6852
H5 -3.4663 -1.7489 -0.5984

Atomic forces in eV per Å
S -1.2 0.7 0.6
N 0.6 0.2 -0.1
C 1.6 -1.0 -0.4
C -2.5 0.5 -0.6
C -1.0 0.8 -0.2
Cl -0.1 -0.6 0.0
N 1.9 0.3 0.6
S 1.2 0.3 0.2
H -0.4 -0.1 -0.1
H -0.2 -0.4 -0.1
H -0.5 -0.7 -0.1
H 1.3 -0.4 0.2
H -0.8 0.3 0.0

Calculated values
LUMO energy: -0.6 eV
Molecular weight: 168.674 Da
ΔE to the lowest compared entry with this formula, charge and spin: 1.385 eV
2S+1: 1
SMILES string: S/N=C/C(CCl)=N\S

Mulliken atomic charges, in units of e: -0.145 -0.307 -0.250 0.782 -0.556 -0.198 -0.440 -0.159 0.175 0.317 0.295 0.325 0.162


# C24H33N3Sb2Tc

C24H33N3Sb2Tc as an isolated structure at a distorted geometry (ωB97M-V/def2-TZVPD, OMol25).

Positions of all 63 atoms, in Å:
Tc1 0.7732 0.7530 -0.4020
C1 2.0955 -2.5184 -0.9004
C2 2.8338 -1.3986 -1.5481
C3 4.0729 -1.6227 -2.1478
C4 4.7725 -0.5716 -2.7077
C5 4.2289 0.7064 -2.6264
C6 3.0010 0.8688 -2.0152
N1 2.3056 -0.1615 -1.5173
Sb1 2.3892 3.0499 -1.9728
C7 0.3000 2.5504 -2.5346
C8 -0.1872 3.3140 -3.5785
C9 -1.4887 3.1024 -4.0128
C10 -2.2323 2.1245 -3.3813
C11 -1.6876 1.3809 -2.3347
C12 -2.5257 0.3490 -1.6651
N2 -0.4225 1.6026 -1.9153
C13 1.8545 3.2333 0.2171
C14 2.4491 4.3339 0.8060
C15 2.2322 4.5600 2.1626
C16 1.4575 3.6593 2.8695
C17 0.8817 2.5695 2.2180
C18 0.0663 1.5717 2.9654
N3 1.0642 2.3923 0.8960
H1 2.6230 -3.4557 -1.0625
H2 2.0351 -2.3527 0.1772
H3 1.0940 -2.6091 -1.3173
H4 4.4781 -2.6239 -2.1647
H5 5.7319 -0.7280 -3.1814
H6 4.7563 1.5602 -3.0314
H7 0.4370 4.0641 -4.0425
H8 -1.9036 3.6934 -4.8170
H9 -3.2483 1.9336 -3.6952
H10 -3.5075 0.3085 -2.1317
H11 -2.0625 -0.6325 -1.7615
H12 -2.6605 0.6039 -0.6131
H13 3.0689 5.0045 0.2268
H14 2.6765 5.4170 2.6509
H15 1.2947 3.7942 3.9296
H16 -0.0454 1.8764 4.0028
H17 -0.9245 1.4895 2.5194
H18 0.5682 0.6029 2.9520
C19 -0.6818 -3.4211 3.2507
C20 0.1739 -2.3837 2.5957
Sb2 -0.8334 -1.2644 0.8812
C21 -2.6607 -0.5562 2.0622
C22 -3.9292 -1.3265 1.8975
C23 -1.4108 -3.1052 -0.3433
C24 -2.8210 -3.5818 -0.2237
H19 -0.0768 -3.8802 4.0510
H20 -0.9558 -4.2445 2.5924
H21 -1.5583 -3.0140 3.7532
H22 1.0586 -2.8308 2.1422
H23 0.4540 -1.6016 3.3017
H24 -2.7943 0.4834 1.7649
H25 -2.2881 -0.6222 3.0855
H26 -4.3604 -1.2626 0.9022
H27 -4.6681 -0.8639 2.5666
H28 -3.8594 -2.3608 2.2206
H29 -0.7092 -3.8471 0.0408
H30 -1.1707 -2.8430 -1.3733
H31 -3.0894 -3.8976 0.7799
H32 -2.9059 -4.4836 -0.8453
H33 -3.5587 -2.8879 -0.6178

Atomic forces in eV per Å
Tc -0.7 0.6 -1.0
C 0.0 0.0 0.0
C 0.2 -1.1 0.2
C -0.3 0.2 0.0
C 0.0 -0.2 0.0
C -0.5 0.2 0.1
C 0.5 1.7 -0.4
N -0.7 1.1 1.2
Sb -0.9 -1.0 0.6
C 1.3 1.0 -0.4
C 0.3 -0.2 0.4
C -0.2 -0.1 0.0
C 0.2 0.0 0.1
C -1.0 -0.3 -0.1
C 0.0 0.0 0.0
N 0.9 -0.4 0.9
C 1.0 0.7 -1.4
C -0.3 -0.4 -0.3
C -0.1 0.0 0.1
C -0.1 -0.1 -0.3
C -0.3 -0.1 1.0
C 0.0 0.1 0.0
N 0.5 -1.3 -1.0
H -0.1 0.0 0.0
H 0.0 0.0 0.0
H -0.1 -0.1 0.0
H -0.1 -0.1 0.0
H 0.1 -0.1 0.0
H 0.0 0.0 0.0
H 0.0 0.1 0.0
H -0.1 0.0 -0.1
H 0.0 -0.1 0.1
H 0.0 -0.1 0.1
H 0.0 -0.1 0.0
H -0.1 -0.1 0.1
H 0.0 0.0 0.0
H 0.0 0.0 0.1
H -0.1 -0.1 0.0
H -0.1 -0.1 0.0
H -0.1 0.0 0.1
H 0.0 -0.1 0.1
C -0.4 -0.4 0.2
C 0.6 1.0 -0.7
Sb -0.8 -1.5 1.3
C 0.7 0.5 -0.4
C -0.6 -0.3 0.0
C 0.6 0.7 -0.3
C -0.6 -0.2 0.0
H 0.0 0.2 -0.2
H -0.2 0.1 0.0
H -0.1 0.0 -0.1
H 0.1 0.2 0.1
H 0.2 0.0 -0.1
H 0.1 0.0 0.2
H 0.3 0.1 -0.1
H 0.1 -0.1 -0.1
H 0.1 0.1 0.0
H 0.1 -0.1 -0.1
H 0.2 0.2 0.0
H 0.1 -0.1 0.0
H 0.0 0.1 0.1
H 0.1 0.1 0.0
H 0.0 0.1 0.1

Calculated values
LUMO energy (spin up / spin down): -15.3 / -15.0 eV
Charge: +4
Molecular weight: 705.069 Da
2S+1: 2

Mulliken atomic charges, in units of e: -0.089 -0.944 0.780 -0.731 -0.592 -0.555 0.380 -0.068 0.968 0.085 -0.669 -0.653 -0.722 0.666 -0.941 0.417 0.379 -0.584 -0.558 -0.754 0.771 -0.931 -0.060 0.467 0.123 0.119 0.475 0.488 0.464 0.480 0.498 0.493 0.494 0.116 0.137 0.468 0.488 0.476 0.468 0.111 0.114 -1.186 -0.596 1.094 -0.678 -1.383 -0.691 -1.367 0.418 0.319 0.320 0.485 0.486 0.610 0.683 0.300 0.419 0.335 0.700 0.612 0.327 0.419 0.301


Number 2 is which compound?
C3H5ClN2S2


What is the 2S+1 in the third record?
2